C45H78O25 | wB97M-V/def2-TZVPD

Each line ends with the Löwdin charge.
Cartesian coordinates (Å):
C -3.30 -4.34 0.66  0.004
C -2.29 -5.49 0.51  -0.401
O -1.72 -5.89 1.52  0.038
C -2.09 -5.93 -0.93  0.004
H -4.14 -4.42 0.02  0.069
H -2.83 -3.36 0.42  0.065
H -3.47 -4.25 1.74  0.084
H -2.94 -6.51 -1.31  0.096
H -1.29 -6.66 -0.96  0.088
H -1.94 -5.10 -1.52  0.026
C -4.61 2.30 -2.73  -0.028
C -4.38 1.94 -4.19  -0.454
O -4.71 0.87 -4.66  0.061
C -3.66 3.10 -4.91  -0.002
H -4.63 3.39 -2.62  0.070
H -3.87 1.97 -1.99  0.073
H -5.54 1.87 -2.35  0.089
H -3.62 2.80 -5.95  0.077
H -2.74 3.33 -4.48  0.063
H -4.36 3.95 -4.92  0.096
C -4.73 3.92 1.06  -0.009
C -3.23 4.11 1.13  -0.492
O -2.57 3.13 1.07  0.068
C -2.62 5.53 1.21  0.006
H -5.18 4.56 1.79  0.074
H -5.03 2.87 1.20  0.095
H -4.96 4.24 0.07  0.069
H -1.53 5.33 1.05  0.062
H -2.69 6.02 2.20  0.098
H -2.96 6.23 0.44  0.089
C -5.31 -1.15 4.16  -0.026
C -4.02 -1.04 4.98  -0.501
O -3.60 -2.02 5.54  0.079
C -3.27 0.24 4.81  -0.010
H -5.11 -1.02 3.08  0.082
H -6.01 -0.35 4.43  0.078
H -5.72 -2.15 4.29  0.079
H -2.41 0.19 5.38  0.064
H -3.94 1.09 5.06  0.096
H -3.07 0.37 3.76  0.073
C 4.67 -4.80 -1.42  -0.027
C 4.02 -3.79 -0.47  -0.481
O 4.67 -2.89 0.01  0.053
C 2.53 -4.01 -0.26  -0.009
H 3.95 -5.08 -2.22  0.086
H 4.85 -5.79 -0.94  0.086
H 5.64 -4.52 -1.86  0.086
H 2.04 -4.38 -1.25  0.124
H 1.95 -3.26 0.21  0.043
H 2.50 -4.95 0.28  0.085
C 0.93 4.71 -1.43  -0.015
C 0.00 5.77 -2.04  -0.511
O -0.63 5.63 -3.02  0.090
C 0.04 7.10 -1.26  -0.020
H 0.59 4.24 -0.51  0.043
H 1.95 5.11 -1.19  0.098
H 1.06 3.93 -2.26  0.102
H -0.72 7.84 -1.62  0.092
H 1.05 7.56 -1.45  0.105
H 0.14 7.08 -0.17  0.040
C -2.43 -0.52 0.12  0.004
C -1.57 0.23 -0.89  -0.397
O -1.76 0.25 -2.12  0.026
C -0.30 0.81 -0.31  0.007
H -1.88 -1.42 0.30  0.047
H -3.40 -0.93 -0.21  0.086
H -2.55 0.13 0.98  0.074
H 0.49 0.97 -1.07  0.085
H 0.19 0.27 0.47  0.046
H -0.65 1.73 0.12  0.069
C 6.68 0.85 -2.54  0.017
C 5.68 0.44 -1.49  -0.344
C 6.04 0.54 -0.08  -0.096
O 4.84 0.87 0.63  0.095
C 4.04 1.41 -0.29  -0.621
O 2.95 1.80 -0.11  0.147
O 4.63 1.40 -1.45  0.087
H 7.48 0.07 -2.64  0.118
H 7.09 1.81 -2.17  0.100
H 6.14 1.06 -3.45  0.083
H 5.15 -0.52 -1.66  0.158
H 6.84 1.30 -0.02  0.147
H 6.48 -0.39 0.27  0.144
C 2.92 3.77 2.77  0.015
C 1.63 4.29 1.98  -0.272
C 0.44 4.49 2.91  -0.043
O 0.46 5.94 3.06  0.058
C 1.19 6.54 2.13  -0.588
O 1.15 7.69 1.91  0.181
O 1.88 5.59 1.37  0.034
H 2.65 3.20 3.65  0.062
H 3.25 4.75 3.26  0.114
H 3.74 3.39 2.20  0.057
H 1.44 3.66 1.14  0.097
H 0.60 4.14 3.85  0.098
H -0.52 4.23 2.44  0.113
C -1.82 -5.03 4.92  -0.014
C -0.59 -4.39 4.30  -0.242
C 0.28 -5.25 3.34  -0.074
O 0.64 -4.24 2.40  0.045
C -0.16 -3.19 2.40  -0.615
O -0.13 -2.26 1.65  0.106
O -0.94 -3.18 3.48  0.090
H -1.48 -5.90 5.47  0.082
H -2.50 -5.41 4.19  0.066
H -2.27 -4.33 5.63  0.079
H 0.15 -4.04 5.06  0.153
H -0.37 -6.02 2.89  0.103
H 1.20 -5.60 3.76  0.131
C -2.99 -1.80 -5.81  -0.029
C -2.69 -1.45 -4.38  -0.355
C -3.77 -1.85 -3.36  -0.007
O -2.99 -2.78 -2.44  0.040
C -1.70 -2.69 -2.75  -0.652
O -0.84 -3.14 -2.08  0.146
O -1.50 -2.10 -3.92  0.084
H -3.85 -1.25 -6.22  0.085
H -3.30 -2.91 -5.84  0.119
H -2.17 -1.65 -6.46  0.067
H -2.52 -0.34 -4.38  0.135
H -4.65 -2.40 -3.72  0.135
H -4.01 -0.97 -2.69  0.122
C 1.90 0.16 2.44  -0.010
C 2.75 -1.14 2.35  -0.246
C 4.18 -0.93 2.90  -0.066
O 4.16 -1.65 4.14  0.091
C 3.04 -2.36 4.21  -0.556
O 2.80 -3.22 5.05  0.111
O 2.15 -2.10 3.26  0.069
H 0.82 -0.15 2.37  0.076
H 2.07 0.87 1.66  0.031
H 2.02 0.67 3.47  0.118
H 2.75 -1.59 1.38  0.114
H 4.43 0.08 3.15  0.120
H 4.87 -1.38 2.21  0.106
C 1.28 0.49 -4.12  0.005
C 2.46 0.18 -3.20  -0.278
C 2.25 -1.10 -2.37  -0.055
O 3.19 -2.05 -2.93  0.048
C 3.91 -1.51 -3.90  -0.563
O 4.75 -2.09 -4.54  0.138
O 3.67 -0.16 -3.94  0.053
H 0.37 0.56 -3.51  0.072
H 1.18 -0.31 -4.81  0.080
H 1.44 1.42 -4.66  0.086
H 2.72 1.00 -2.54  0.113
H 1.20 -1.48 -2.45  0.131
H 2.52 -1.07 -1.27  0.140

Summary:
Charge: 0
Multiplicity: 1
Energy above the lowest of the compared OMol25 structures with the same formula, charge and spin (kcal per mole): 0.0
HOMO energy (Ha): -0.356